Density functional theory data (ωB97M-V/def2-TZVPD) for a molecular structure, C21H16Cl3F6InN2O10S2 in a non-equilibrium geometry.

Relative energy (zero: lowest compared OMol25 entry of this formula, charge and spin), kcal per mole: 37.1
E_HOMO, eV: -8.74
Multiplicity: 1
LUMO, hartree: -0.03814
Total energy, Eh: -4638.124948

Each line ends with the Mulliken charge.
Atoms and positions in Å:
In 0.0019 0.3140 0.9738  2.781
Cl -2.0630 6.9479 -1.6076  -0.227
C -1.3655 5.5493 -0.8799  0.229
C -0.1315 5.6726 -0.2173  -0.534
C 0.4353 4.5745 0.3684  0.348
Cl 1.9182 4.6849 1.2183  -0.203
C -0.1743 3.2781 0.3288  0.023
O 0.4288 2.3252 0.9272  -0.703
C -1.4233 3.1854 -0.3602  1.036
C -2.1230 1.9662 -0.4799  -0.199
O -1.8015 0.8177 -0.1235  -0.721
C -2.0011 4.3418 -0.9462  -1.236
H 0.3621 6.6292 -0.1475  0.479
H -3.1008 2.0424 -0.9893  0.330
H -2.9540 4.2585 -1.4469  0.436
F -2.4871 -1.8930 5.1799  -0.228
C -1.6242 -1.8923 4.1743  0.700
F -1.7958 -3.0323 3.4970  -0.209
F -0.3921 -1.8892 4.6427  -0.200
S -1.9359 -0.4563 2.9937  1.277
O -0.6013 0.1531 2.8960  -0.725
O -2.3885 -1.0513 1.7789  -0.577
N -2.9775 0.5100 3.5992  -0.615
S -2.3283 1.3854 4.7797  1.018
O -3.3068 2.1133 5.5044  -0.675
O -1.3459 0.6280 5.4814  -0.581
C -1.4081 2.6981 3.7503  0.585
F -1.6996 3.9360 4.1434  -0.255
F -0.0865 2.5867 3.7368  -0.186
F -1.8433 2.5906 2.4754  -0.155
O -0.7718 -3.9368 -0.0546  -0.533
C -0.6968 -2.6489 -0.2124  -0.247
O -0.0990 -1.9417 0.5839  -0.622
C -1.3628 -2.1617 -1.5012  0.601
N -2.1500 -3.2868 -2.0123  -0.489
C -1.6422 -3.6992 -3.3218  -0.674
C -0.1889 -3.2334 -3.3032  -0.755
C -0.2865 -1.8948 -2.5775  -0.134
H -1.9350 -1.2622 -1.2526  0.376
H -3.1478 -3.1263 -2.0044  0.258
H -1.3875 -4.2399 -0.8036  0.439
H -2.1923 -3.2281 -4.1474  0.337
H -1.7311 -4.7836 -3.4260  0.359
H 0.2295 -3.1429 -4.3017  0.455
H 0.4242 -3.9311 -2.7334  0.244
H -0.6381 -1.1228 -3.2609  0.397
H 0.6592 -1.5647 -2.1562  -0.170
Cl 6.7835 -2.2345 -3.3118  -0.213
C 5.5167 -1.6165 -2.3204  0.373
C 4.8149 -2.4794 -1.4895  -0.760
C 3.7763 -1.9876 -0.7187  -0.521
C 3.4252 -0.6456 -0.8126  -0.072
C 4.1473 0.2159 -1.6265  -0.171
C 5.2043 -0.2659 -2.3756  -0.723
C 2.1846 -0.1812 -0.1338  0.935
O 1.2530 0.2146 -0.8672  -0.721
O 2.0799 -0.2683 1.1028  -0.846
H 5.0814 -3.5263 -1.4646  0.423
H 3.2151 -2.6439 -0.0674  0.524
H 3.8750 1.2575 -1.6685  0.501
H 5.7725 0.3920 -3.0118  0.417